(1)
{"formula": "C4H11NS2", "method": "wB97M-V/def2-TZVPD", "species": ["C", "C", "C", "N", "H", "H", "H", "H", "H", "H", "H", "C", "S", "S", "H", "H", "H", "H"], "coordinates": [[2.8200, -0.9886, 0.8248], [1.7406, -0.0747, 1.3933], [0.4665, -0.1208, 0.8672], [-0.6581, 0.5192, 1.4440], [2.3688, -1.7066, 0.1058], [3.6459, -0.4400, 0.3074], [3.3211, -1.5671, 1.6203], [2.0457, 0.6176, 2.1327], [0.2488, -0.7468, -0.0146], [-1.3380, 0.9944, 0.7821], [-0.4792, 1.2031, 2.2036], [-1.1715, 0.1161, -2.0576], [-2.4914, -0.7405, -1.0963], [-4.0113, 0.6976, -1.4385], [-1.5749, 0.6782, -2.8836], [-0.5243, -0.6416, -2.4828], [-0.6151, 0.7991, -1.3935], [-3.7935, 1.4015, -0.3139]], "smiles": "C/C=C/N.CSS", "gap_ev": 8.314, "spin_multiplicity": 1}


(2)
{"formula": "C4H11NS2", "method": "wB97M-V/def2-TZVPD", "species": ["C", "N", "C", "C", "H", "H", "H", "H", "H", "H", "H", "C", "S", "S", "H", "H", "H", "H"], "coordinates": [[-1.2977, 0.5311, -1.8671], [-0.2650, 0.4542, -1.1339], [0.6514, 1.6446, -1.2347], [1.8804, 1.3905, -0.4258], [-1.5835, 1.5408, -2.2396], [-1.9636, -0.3415, -2.0081], [0.9841, 1.8136, -2.2910], [0.1513, 2.5943, -0.9116], [2.6348, 2.1903, -0.5482], [1.6468, 1.3405, 0.6554], [2.3608, 0.4302, -0.6670], [0.0973, -1.6179, 2.0920], [-0.6022, -2.6228, 0.7474], [-2.5375, -1.9404, 1.0225], [0.4564, -0.6444, 1.6989], [0.9649, -2.2195, 2.4373], [-0.6280, -1.5709, 2.9040], [-2.9507, -2.9727, 1.7695]], "smiles": "C=NCC.CSS", "gap_ev": 9.403, "spin_multiplicity": 1}


(3)
{"formula": "C4H11NS2", "method": "wB97M-V/def2-TZVPD", "species": ["C", "C", "N", "C", "C", "S", "S", "H", "H", "H", "H", "H", "H", "H", "H", "H", "H", "H"], "coordinates": [[-1.1486, 3.1307, 1.0785], [-1.8665, 1.9402, 1.6903], [-1.0263, 0.7564, 1.8309], [-0.7661, 0.0490, 0.5720], [0.5262, -0.7583, 0.7322], [1.5862, -0.7682, -0.7266], [0.4358, -1.7020, -2.0965], [-1.6266, 4.1058, 1.0084], [-1.0269, 2.8930, 0.0155], [-0.1161, 3.2996, 1.3731], [-2.6790, 1.6426, 1.0297], [-2.2096, 2.1924, 2.6952], [-0.2404, 0.9483, 2.4334], [-1.6651, -0.5675, 0.4425], [-0.8348, 0.6958, -0.3097], [1.0811, -0.3894, 1.5878], [0.2418, -1.7836, 0.9338], [1.1789, -2.6119, -2.7532]], "smiles": "CCNCCSS", "gap_ev": 8.999, "spin_multiplicity": 1}


(4)
{"formula": "C4H11NS2", "method": "wB97M-V/def2-TZVPD", "species": ["C", "C", "N", "C", "C", "S", "S", "H", "H", "H", "H", "H", "H", "H", "H", "H", "H", "H"], "coordinates": [[1.1856, -0.5131, 2.2528], [0.4538, 0.8161, 1.9865], [-0.3995, 0.8833, 0.7849], [0.0917, 0.1444, -0.3699], [-0.9232, 0.1955, -1.5172], [-1.0412, -1.4038, -2.3635], [-0.3445, -1.0303, -4.2565], [1.9120, -0.7571, 1.4816], [0.4596, -1.3332, 2.1848], [1.5366, -0.4904, 3.2808], [1.2615, 1.5115, 1.7078], [-0.0994, 1.1957, 2.8337], [-1.3270, 0.5184, 0.9946], [1.0388, 0.5801, -0.6745], [0.3011, -0.9042, -0.1260], [-1.8793, 0.5041, -1.0976], [-0.6943, 0.9654, -2.2368], [-1.5324, -0.8822, -4.8654]], "smiles": "CCNCCSS", "gap_ev": 9.379, "spin_multiplicity": 1}


(5)
{"formula": "C4H11NS2", "method": "wB97M-V/def2-TZVPD", "species": ["S", "S", "C", "C", "N", "C", "C", "H", "H", "H", "H", "H", "H", "H", "H", "H", "H", "H"], "coordinates": [[3.5888, 0.0552, -3.0066], [1.8664, -0.5471, -2.1377], [1.6245, 0.7115, -0.8195], [0.1169, 0.7539, -0.5469], [-0.3370, -0.3677, 0.2781], [-1.5800, -0.0118, 0.9754], [-2.1215, -1.1242, 1.8364], [4.3027, 0.2097, -1.8697], [2.1905, 0.3844, 0.0531], [1.9213, 1.7075, -1.1386], [0.0421, 1.6039, 0.1304], [-0.4978, 0.8447, -1.4458], [-0.6220, -1.1384, -0.3362], [-2.3492, 0.4116, 0.3121], [-1.3929, 0.8779, 1.5928], [-1.5079, -1.3975, 2.6977], [-3.1353, -0.9289, 2.1743], [-2.1097, -2.0448, 1.2508]], "charge": 1, "gap_ev": [8.311, 4.617], "spin_multiplicity": 2}


(6)
{"formula": "C4H11O2Pr", "method": "wB97M-V/def2-TZVPD", "species": ["C", "H", "H", "H", "Pr", "O", "H", "C", "O", "C", "C", "H", "H", "H", "H", "H", "H", "H"], "coordinates": [[-1.5291, 3.2881, -1.7950], [-2.6197, 3.2271, -1.9015], [-1.2936, 3.5800, -0.7632], [-1.1106, 4.0377, -2.4805], [1.6860, 0.9473, -0.4774], [0.6188, -0.5912, -1.5079], [-1.1023, 2.2991, -2.0512], [1.1798, -0.9542, 2.4918], [0.8020, -0.7612, 1.1417], [0.3840, -1.9494, 0.4636], [-0.1976, -1.5182, -0.8779], [1.4751, 0.0204, 2.8970], [0.3292, -1.3486, 3.0661], [2.0250, -1.6556, 2.5605], [-0.3619, -2.4780, 1.0781], [1.2648, -2.6007, 0.3297], [-1.2112, -1.1056, -0.6930], [-0.3386, -2.4368, -1.4807]], "charge": 1, "gap_ev": [6.435, 9.030], "spin_multiplicity": 4}


(7)
{"formula": "C4H11O2S", "method": "wB97M-V/def2-TZVPD", "species": ["C", "O", "C", "C", "C", "S", "H", "H", "H", "H", "H", "H", "H", "H", "H", "H", "H", "O"], "coordinates": [[-0.2491, -1.0578, -1.2095], [-1.4130, -0.7711, -1.9642], [-0.3811, -0.4712, 0.2456], [0.8227, -0.8144, 1.0882], [1.1526, 0.2387, 2.1710], [1.5364, 1.8851, 1.4635], [0.6902, -0.7277, -1.6789], [-0.2654, -2.1512, -1.1961], [-0.5729, 0.5876, 0.1527], [-1.3349, -0.8509, 0.6042], [0.7660, -1.8118, 1.5342], [1.6776, -0.9132, 0.3854], [2.0227, -0.1614, 2.7115], [0.2575, 0.4442, 2.7312], [-1.6062, 2.7185, -1.3712], [-0.4179, 1.6359, -1.5164], [-1.5093, 0.1734, -2.2171], [-1.1757, 2.0472, -1.9341]], "charge": -1, "gap_ev": 6.039, "spin_multiplicity": 1}


(8)
{"formula": "C4H11O4", "method": "wB97M-V/def2-TZVPD", "species": ["C", "O", "C", "C", "C", "O", "H", "H", "H", "H", "H", "H", "H", "H", "H", "O", "H", "H", "O"], "coordinates": [[-0.2082, -0.1619, 1.8235], [-1.1462, -0.7255, 2.6721], [-0.8929, -0.0977, 0.4316], [0.0311, 0.6052, -0.5617], [-0.5649, 0.4555, -1.9690], [0.2021, 0.3760, -2.9113], [0.3088, 0.7447, 2.1666], [0.6638, -0.9595, 1.7099], [-1.4224, -0.9897, -0.0090], [-1.7308, 0.7453, 0.5195], [1.1035, 0.2207, -0.3667], [-0.0856, 1.6748, -0.2259], [-1.5747, 0.3640, -2.1931], [-0.9148, -3.5810, 2.6420], [-0.7264, -2.1054, 2.6139], [-0.2493, -2.9501, 2.4479], [2.9088, 1.9378, -2.4096], [1.8136, 1.9820, -3.4032], [2.4844, 2.4648, -2.9775]], "charge": -1, "gap_ev": 6.692, "spin_multiplicity": 1}


(9)
{"formula": "C4H11O4", "method": "wB97M-V/def2-TZVPD", "species": ["O", "C", "C", "C", "C", "O", "H", "H", "H", "H", "H", "H", "H", "H", "H", "O", "H", "H", "O"], "coordinates": [[2.3850, 2.3733, -2.5337], [1.3920, 1.7207, -2.2546], [1.4921, 0.7853, -1.0921], [0.2605, 0.1043, -0.6006], [0.3320, -0.4300, 0.9438], [-0.9542, -0.5162, 1.2994], [0.5849, 1.9107, -2.9524], [2.0086, 1.4499, -0.2320], [2.3081, 0.1252, -1.4054], [-0.7170, 0.8294, -0.5387], [0.0543, -0.7630, -1.2168], [1.0094, -1.3650, 0.9581], [0.7889, 0.4465, 1.5577], [-0.6197, -3.5116, 1.0723], [-1.3249, -2.1889, 1.1669], [-1.4189, -3.1135, 1.1003], [-1.9073, 0.9221, 1.2272], [-2.8153, 0.1412, 1.9081], [-2.8584, 1.0795, 1.5924]], "charge": -2, "gap_ev": [2.320, 6.085], "spin_multiplicity": 2}


(10)
{"formula": "C4H11OP", "method": "wB97M-V/def2-TZVPD", "species": ["C", "C", "C", "C", "O", "P", "H", "H", "H", "H", "H", "H", "H", "H", "H", "H", "H"], "coordinates": [[-0.1026, -0.8578, -2.0377], [-2.2632, -0.1092, -0.2534], [2.8584, 0.4227, 1.0371], [-0.9770, -0.2928, 0.5941], [0.2192, 1.4881, -0.9948], [0.3892, -0.0828, -0.6514], [0.2704, -1.8235, -2.1184], [-0.1175, -0.2601, -2.9958], [-3.0186, -0.4589, 0.3669], [-2.3130, 0.9005, -0.5755], [-2.0964, -0.6761, -1.1555], [3.6158, 0.0803, 0.3545], [2.6458, 1.4323, 1.1004], [2.4188, -0.1954, 1.8374], [-0.9760, -1.3951, 0.9844], [-0.8642, 0.3576, 1.3368], [0.3084, 2.1156, -0.2435]], "gap_ev": [7.665, 7.468], "spin_multiplicity": 1}


(11)
{"formula": "C4H11OP", "method": "wB97M-V/def2-TZVPD", "species": ["C", "C", "C", "C", "O", "P", "H", "H", "H", "H", "H", "H", "H", "H", "H", "H", "H"], "coordinates": [[1.4715, -0.6174, 0.4846], [-0.8268, -1.0306, -0.6680], [0.3613, 1.1296, -1.0046], [0.1220, 0.0516, -0.0729], [-1.4097, -0.6734, 2.2674], [-0.8208, 0.3418, 1.4111], [1.4252, -1.6622, 0.2452], [2.2693, -0.2606, -0.1384], [1.8492, -0.3553, 1.4933], [-0.5557, -1.2657, -1.7006], [-1.7994, -0.6564, -0.6461], [-0.6711, -1.8811, -0.1185], [-0.5695, 1.5851, -1.3390], [0.9459, 1.9025, -0.6840], [0.6378, 0.6665, -1.9798], [-0.2334, 1.3542, 2.1020], [-2.1956, 1.3713, 0.3482]], "gap_ev": 10.060, "spin_multiplicity": 1}


(12)
{"formula": "C4H11S", "method": "wB97M-V/def2-TZVPD", "species": ["C", "H", "H", "H", "H", "C", "C", "C", "S", "H", "H", "H", "H", "H", "H", "H"], "coordinates": [[2.6800, 1.5980, -0.5573], [3.2515, 1.3138, -1.4370], [2.3069, 2.6229, -0.6224], [3.3097, 1.5300, 0.3330], [1.8519, 0.8887, -0.4000], [-1.9076, -0.6139, -0.8361], [-1.7464, -0.9350, 0.6307], [-0.3331, -0.5760, 1.1304], [1.0531, -1.4243, 0.2585], [-2.0361, 0.4546, -1.0338], [-2.7145, -1.1315, -1.3703], [-1.0070, -0.9423, -1.3672], [-2.4752, -0.4193, 1.2687], [-1.8503, -2.0078, 0.8226], [-0.2153, -0.8605, 2.1774], [-0.1676, 0.5027, 1.0028]], "charge": -1, "gap_ev": 6.448, "spin_multiplicity": 1}


(13)
{"formula": "C4H11S", "method": "wB97M-V/def2-TZVPD", "species": ["C", "C", "H", "H", "H", "H", "H", "H", "C", "C", "S", "H", "H", "H", "H", "H"], "coordinates": [[-2.0158, 0.1875, -0.3828], [-1.9034, -1.3003, -0.6921], [-2.9952, 0.6203, -0.4086], [-1.2037, 0.8463, -0.6853], [-1.8135, 0.3584, 0.8073], [-2.6763, -1.8417, -1.2155], [-0.8566, -1.5008, -0.9677], [-1.8436, -1.7138, 0.3173], [2.9228, 0.4967, 0.0736], [1.4502, 0.5544, -0.0345], [-0.5836, 0.7382, 2.4728], [3.1920, 0.7177, 1.1411], [3.3494, 1.2381, -0.5958], [3.3733, -0.4693, 0.0645], [0.8443, -0.3107, 0.1699], [0.7594, 1.3788, -0.0641]], "charge": -1, "gap_ev": 5.369, "spin_multiplicity": 1}


(14)
{"formula": "C4H11S", "method": "wB97M-V/def2-TZVPD", "species": ["S", "H", "C", "C", "C", "C", "H", "H", "H", "H", "H", "H", "H", "H", "H", "H"], "coordinates": [[-2.2485, 1.0314, -0.6615], [-3.1760, 1.9116, -0.3908], [-0.2706, -0.2028, 1.8734], [0.0526, -0.8488, 0.5294], [1.0133, 0.0713, -0.3099], [0.8743, -0.0905, -1.7841], [0.5292, 0.3384, 2.3728], [-0.7912, -0.8676, 2.5894], [-0.9949, 0.5923, 1.6734], [-0.9005, -0.8685, -0.0722], [0.5760, -1.8107, 0.5899], [2.0337, -0.0731, 0.0915], [0.7676, 1.1267, -0.0306], [0.9534, -1.0959, -2.1693], [1.6680, 0.4668, -2.2643], [-0.0863, 0.3194, -2.0371]], "charge": -1, "gap_ev": 6.913, "spin_multiplicity": 1}